No. 1
Below is C24H27Cl2N8O4PY as an isolated structure in a non-equilibrium geometry, with properties calculated with wB97M-V/def2-TZVPD.

Results
- HOMO-LUMO gap (eV) = 5.62
- E_LUMO (eV) = 2.35
- strongest force on any atom (eV Å⁻¹) = 1.1
- charge = -1
- 2S+1 = 1
- ΔE to the lowest compared entry with this formula, charge and spin (kJ/mol) = 0.0

Last column: natural (NBO) charge in e.
Positions of all 67 atoms, in Å:
Y: -0.280 0.339 0.336  1.877
C: -0.474 -4.308 -0.550  -0.390
N: -0.185 -3.616 0.686  -0.389
C: 0.322 -4.208 1.825  -0.102
C: 0.532 -3.220 2.697  -0.081
N: 0.181 -2.054 2.056  -0.357
C: -0.275 -2.257 0.807  0.096
P: 3.684 -0.407 0.730  0.005
C: 2.870 1.034 1.446  0.158
N: 1.674 1.587 1.166  -0.633
C: 1.494 2.624 2.057  -0.070
C: 2.558 2.698 2.898  -0.133
N: 3.427 1.689 2.506  -0.383
C: 4.722 1.400 3.065  -0.400
C: 2.771 -0.444 -0.855  0.166
N: 1.469 -0.425 -1.137  -0.618
C: 1.332 -0.565 -2.493  -0.043
C: 2.560 -0.706 -3.055  -0.119
N: 3.460 -0.620 -2.019  -0.363
C: 4.897 -0.641 -2.166  -0.396
H: -0.975 -5.254 -0.344  0.189
H: 0.440 -4.499 -1.115  0.197
H: -1.129 -3.679 -1.149  0.227
H: 0.481 -5.271 1.905  0.205
H: 0.916 -3.234 3.702  0.215
H: 0.602 3.228 2.041  0.220
H: 2.785 3.350 3.723  0.201
H: 4.957 2.152 3.817  0.197
H: 5.480 1.414 2.279  0.217
H: 4.734 0.413 3.531  0.204
H: 0.364 -0.530 -2.959  0.233
H: 2.873 -0.832 -4.077  0.202
H: 5.132 -0.751 -3.223  0.194
H: 5.339 -1.468 -1.611  0.206
H: 5.328 0.286 -1.788  0.220
C: -2.735 4.434 0.293  -0.676
C: -1.689 3.372 0.100  0.282
N: -1.592 2.376 0.921  -0.309
O: -2.538 2.412 1.968  -0.591
C: -0.797 3.465 -1.027  -0.042
C: -0.677 4.700 -1.869  -0.660
N: -0.068 2.384 -1.278  -0.041
O: 0.734 2.387 -2.257  -0.518
H: -3.626 4.004 0.743  0.241
H: -2.981 4.902 -0.657  0.220
H: -2.366 5.208 0.970  0.226
H: -2.611 1.474 2.201  0.498
H: -0.786 5.613 -1.281  0.195
H: -1.409 4.729 -2.684  0.201
H: 0.311 4.681 -2.327  0.248
Cl: -6.058 -4.242 -2.092  -0.038
C: -4.781 -3.077 -1.840  -0.113
C: -4.011 -2.668 -2.939  -0.205
C: -3.006 -1.759 -2.765  -0.135
Cl: -2.075 -1.258 -4.140  0.008
C: -2.658 -1.198 -1.483  0.506
O: -1.689 -0.413 -1.346  -0.739
C: -3.502 -1.633 -0.401  -0.307
C: -3.372 -1.079 0.916  0.461
O: -2.530 -0.282 1.313  -0.622
C: -4.543 -2.560 -0.602  -0.157
H: -4.213 -3.068 -3.923  0.233
H: -4.145 -1.412 1.632  0.118
H: -5.153 -2.859 0.243  0.217
C: 0.117 -0.701 2.546  -0.803
H: -0.686 -0.674 3.291  0.170
H: 1.069 -0.485 3.041  0.182

No. 2
Below is one molecule with the formula C2H2BrIO in a non-equilibrium geometry, with properties calculated with wB97M-V/def2-TZVPD.

Results
- HOMO-LUMO gap (spin up / spin down) (eV) = 8.21 / 8.12
- E_LUMO (spin up / spin down) (eV) = 0.45 / -1.37
- strongest force on any atom (eV Å⁻¹) = 4.9
- expectation value of S² = 2.0138
- charge = 0
- 2S+1 = 3
- ΔE to the lowest compared entry with this formula, charge and spin (kJ/mol) = 84.6

Last column: Mulliken spin population.
Positions of all 7 atoms, in Å:
C: -1.158 -1.166 0.379  0.475
C: 1.226 0.555 -0.223  0.869
O: -0.984 -2.340 0.418  0.134
Br: 0.064 1.998 0.071  0.102
I: -2.608 0.192 -0.149  0.399
H: 1.826 0.768 -1.159  0.013
H: 1.634 -0.008 0.663  0.008

No. 3
Below is C4H5N3 as an isolated structure in a non-equilibrium geometry, with properties calculated with wB97M-V/def2-TZVPD.

Results
- HOMO-LUMO gap (spin up / spin down) (eV) = 8.23 / 8.23
- E_LUMO (spin up / spin down) (eV) = -0.48 / -0.47
- strongest force on any atom (eV Å⁻¹) = 1.2
- charge = 0
- 2S+1 = 1
- ΔE to the lowest compared entry with this formula, charge and spin (kJ/mol) = 497.7

Last column: natural (NBO) charge in e.
Positions of all 12 atoms, in Å:
N: 1.972 -1.528 0.889  -0.272
C: 1.109 -1.008 0.297  0.151
C: 1.140 0.714 -0.691  -0.069
C: -0.444 -1.161 -0.097  -0.290
N: -1.402 -0.121 0.157  -0.381
C: -1.031 1.083 0.257  0.261
N: 0.327 1.443 0.085  -0.602
H: 0.564 0.363 -1.546  0.121
H: -0.519 -1.505 -1.135  0.242
H: -0.694 -2.008 0.535  0.245
H: -1.739 1.864 0.516  0.194
H: 0.766 1.926 0.862  0.400

No. 4
Below is C36H23Cl5EuN4O3S2 as an isolated structure in a non-equilibrium geometry, with properties calculated with wB97M-V/def2-TZVPD.

Results
- HOMO-LUMO gap (spin up / spin down) (eV) = 6.04 / 6.26
- E_LUMO (spin up / spin down) (eV) = -1.05 / -1.05
- strongest force on any atom (eV Å⁻¹) = 2.1
- expectation value of S² = 15.7593
- charge = 0
- 2S+1 = 8
- ΔE to the lowest compared entry with this formula, charge and spin (kJ/mol) = 0.0

Last column: Mulliken spin population.
Positions of all 74 atoms, in Å:
Eu: -14.741 -14.713 -1.433  6.970
C: -16.757 -18.686 -3.816  0.000
O: -17.629 -18.273 -2.725  0.000
C: -16.912 -17.332 -2.078  0.007
N: -15.729 -17.089 -2.447  0.000
C: -15.482 -17.797 -3.704  0.008
C: -14.192 -18.584 -3.792  0.001
C: -13.165 -18.432 -2.854  0.000
C: -12.029 -19.233 -2.960  0.001
C: -11.895 -20.117 -4.010  0.000
C: -12.930 -20.215 -4.943  0.000
C: -14.094 -19.476 -4.819  0.001
C: -17.595 -16.691 -0.909  -0.010
C: -18.690 -17.304 -0.312  -0.001
C: -19.201 -16.654 0.794  0.001
C: -18.664 -15.485 1.264  -0.001
C: -17.615 -14.953 0.578  -0.004
N: -17.076 -15.525 -0.511  0.017
C: -16.897 -13.731 1.051  0.001
N: -15.850 -13.272 0.526  0.014
C: -15.330 -12.226 1.506  -0.010
C: -16.571 -11.906 2.355  0.000
O: -17.375 -13.146 2.178  0.000
C: -14.600 -11.106 0.806  0.005
C: -15.169 -10.396 -0.252  0.000
C: -14.389 -9.492 -1.013  0.001
C: -13.065 -9.233 -0.647  0.000
C: -12.555 -9.813 0.483  0.000
C: -13.308 -10.765 1.205  -0.001
H: -17.279 -18.585 -4.758  0.000
H: -16.500 -19.751 -3.695  0.000
H: -15.544 -17.020 -4.469  -0.004
H: -13.202 -17.666 -2.088  -0.006
H: -11.255 -19.054 -2.234  0.000
H: -10.953 -20.618 -4.228  0.000
H: -12.769 -20.836 -5.826  0.000
H: -14.904 -19.620 -5.530  0.000
H: -19.061 -18.228 -0.696  0.000
H: -20.027 -17.111 1.350  0.000
H: -19.039 -14.991 2.143  0.000
H: -14.560 -12.736 2.145  -0.001
H: -17.175 -11.064 1.948  0.000
H: -16.352 -11.737 3.413  0.000
H: -16.200 -10.659 -0.578  0.000
H: -14.872 -9.015 -1.866  0.000
H: -12.436 -8.581 -1.259  0.000
H: -11.536 -9.523 0.770  0.000
H: -12.813 -11.274 2.031  0.000
Cl: -18.164 -13.158 -8.466  0.000
C: -17.214 -13.482 -7.050  0.000
C: -17.598 -12.933 -5.826  0.000
Cl: -18.986 -12.044 -5.633  0.000
C: -16.866 -13.231 -4.693  -0.006
Cl: -17.545 -13.028 -3.099  0.003
C: -15.690 -14.019 -4.766  0.003
O: -15.002 -14.278 -3.706  0.007
C: -15.290 -14.559 -6.048  -0.001
Cl: -13.918 -15.564 -6.103  0.000
C: -16.068 -14.238 -7.148  0.000
Cl: -15.705 -14.881 -8.713  0.000
S: -12.034 -13.495 -0.900  -0.004
C: -11.610 -15.154 -0.579  0.000
N: -12.396 -16.192 -0.469  0.008
C: -11.672 -17.316 -0.133  0.002
C: -12.139 -18.536 0.253  0.001
C: -11.294 -19.612 0.527  0.000
C: -9.922 -19.408 0.532  0.000
C: -9.381 -18.130 0.218  0.000
C: -10.251 -17.138 -0.168  0.000
S: -9.927 -15.476 -0.426  0.000
H: -13.216 -18.723 0.230  0.000
H: -11.722 -20.609 0.697  0.000
H: -9.321 -20.257 0.757  0.000
H: -8.318 -17.985 0.295  0.000

No. 5
Below is a 3-piece molecular cluster, C21H47N6O6PS overall in a non-equilibrium geometry, with properties calculated with wB97M-V/def2-TZVPD.

Results
- HOMO-LUMO gap (eV) = 8.29
- E_LUMO (eV) = 0.00
- strongest force on any atom (eV Å⁻¹) = 8.6
- charge = 0
- 2S+1 = 1

Last column: Mulliken charge in e.
Positions of all 82 atoms, in Å:
C: -1.344 -0.530 2.853  -0.822
C: -0.520 0.918 2.796  -0.182
N: 0.923 0.682 2.409  0.406
C: 1.587 1.929 1.868  -0.611
C: 2.532 1.677 0.536  -1.001
C: 1.652 1.169 -0.793  0.591
C: 1.649 -0.457 -0.591  -0.490
C: 1.237 -1.311 -1.951  0.100
C: 0.932 -2.862 -1.405  0.185
N: 1.712 -3.367 -0.197  -0.485
O: -0.011 -3.645 -1.979  -0.555
C: 0.254 1.976 -1.078  0.590
S: -0.612 1.793 -2.742  -0.165
C: 0.914 3.504 -1.244  0.162
O: 0.454 4.661 -0.761  -0.547
N: 2.142 3.264 -2.128  -0.174
C: 2.574 1.799 -2.020  -0.572
P: 4.481 1.487 -1.971  0.141
N: 5.356 3.050 -1.767  -0.633
O: 4.872 0.803 -3.529  -0.543
C: 1.720 0.019 3.511  0.313
C: 3.266 -0.479 3.157  -0.662
O: 1.271 -0.231 4.761  -0.591
H: -0.716 -1.388 2.321  0.101
H: -1.493 -0.898 3.975  0.282
H: -2.372 -0.433 2.274  0.291
H: -0.656 1.408 3.854  0.319
H: -1.080 1.569 1.989  0.022
H: 0.762 2.772 1.692  -0.086
H: 2.331 2.312 2.717  0.368
H: 3.429 0.917 0.747  0.316
H: 3.076 2.720 0.333  0.336
H: 2.726 -0.870 -0.283  0.346
H: 0.909 -0.842 0.255  -0.256
H: 2.088 -1.329 -2.755  0.105
H: 0.211 -0.958 -2.428  0.218
H: 1.291 -2.971 0.687  0.219
H: 1.535 -4.411 -0.117  0.359
H: -0.615 1.941 -0.294  0.044
H: 0.152 0.915 -3.557  0.109
H: 2.084 3.604 -3.113  0.332
H: 2.292 1.359 -3.092  0.491
H: 5.324 3.268 -0.745  0.289
H: 6.376 2.887 -1.999  0.291
H: 4.481 -0.134 -3.538  0.357
H: 3.748 -1.135 4.010  0.318
H: 3.286 -1.111 2.145  0.154
H: 3.895 0.504 2.954  0.192
C: -3.132 8.187 2.623  -0.627
O: -4.056 7.126 2.438  -0.389
C: -3.847 6.360 1.248  -0.875
C: -2.733 5.293 1.364  0.601
C: -1.322 5.872 1.308  -0.926
N: -2.875 4.499 2.593  -0.616
H: -2.829 8.643 1.675  0.289
H: -2.258 7.827 3.170  0.237
H: -3.610 8.953 3.239  0.259
H: -4.794 5.838 1.064  0.383
H: -3.685 7.019 0.387  0.414
H: -2.837 4.617 0.505  0.285
H: -1.021 6.343 2.247  0.248
H: -0.592 5.078 1.106  -0.170
H: -1.232 6.615 0.509  0.358
H: -3.781 4.031 2.577  0.282
H: -2.956 5.158 3.374  0.285
C: -1.589 -9.396 -3.459  -0.634
O: -0.899 -8.158 -3.386  -0.406
C: -1.730 -7.033 -3.085  -0.624
C: -2.063 -6.871 -1.583  0.464
C: -3.115 -7.856 -1.079  -1.477
N: -0.859 -6.989 -0.749  -0.728
H: -2.598 -9.284 -3.868  0.292
H: -1.626 -9.859 -2.471  0.220
H: -1.023 -10.064 -4.112  0.259
H: -1.158 -6.152 -3.400  0.267
H: -2.638 -7.048 -3.700  0.427
H: -2.477 -5.862 -1.448  0.400
H: -2.712 -8.859 -0.920  0.282
H: -3.518 -7.522 -0.115  0.357
H: -3.953 -7.931 -1.780  0.344
H: -0.200 -6.260 -1.022  0.225
H: -0.387 -7.857 -1.018  0.322